Entry 1:
Entry from the Open Molecules 2025 dataset: the molecule C5H10O2 (wB97M-V/def2-TZVPD).

Computed properties:
orbital gap: 10.8361 eV
SMILES: C[C@@H](O)[C@H]1CCO1
net charge: 0

Geometry as XYZ:
```
17
Properties=species:S:1:pos:R:3:forces:R:3
C -2.090 -0.532 0.447 -0.03 -0.04 0.04
C -1.086 0.180 -0.456 -0.03 -0.21 -0.12
O -0.999 1.556 -0.125 0.12 0.04 0.28
C 0.281 -0.484 -0.354 -0.19 -0.05 -0.19
C 1.527 0.295 -0.807 0.02 0.06 -0.12
C 2.027 0.021 0.617 0.34 0.10 0.05
O 0.739 -0.477 1.017 -0.04 -0.05 0.13
H -3.063 -0.033 0.396 0.15 -0.07 -0.03
H -2.214 -1.583 0.163 0.03 0.16 0.00
H -1.736 -0.503 1.484 -0.06 -0.01 -0.16
H -1.420 0.146 -1.500 0.07 0.00 0.12
H -0.595 1.588 0.756 -0.13 0.08 -0.11
H 0.233 -1.510 -0.749 -0.02 0.12 0.10
H 2.110 -0.129 -1.627 -0.11 0.04 0.13
H 1.307 1.348 -0.997 0.05 -0.17 0.01
H 2.333 0.881 1.224 -0.04 -0.10 -0.12
H 2.797 -0.759 0.686 -0.13 0.10 -0.01
```
Positions in Å, forces in eV/Å.

Entry 2:
Entry from the Open Molecules 2025 dataset: the molecule C5H10O2 (wB97M-V/def2-TZVPD).

Computed properties:
orbital gap (spin up / spin down): 8.1179 / 7.8605 eV
net charge: 0

Geometry as XYZ:
```
17
Properties=species:S:1:pos:R:3:forces:R:3
O 2.987 -0.107 -1.488 0.11 0.33 -0.11
C 2.259 -0.485 -0.322 -0.12 -0.22 0.35
C 0.816 -0.188 -0.371 0.15 -0.55 -0.32
C -1.580 -0.691 1.043 -0.26 -0.05 0.13
C -1.859 0.350 -0.078 -0.09 0.03 0.01
C -0.819 1.402 0.019 -0.92 0.28 -0.16
O 0.424 1.028 -0.048 0.87 0.29 0.23
H 2.796 0.829 -1.622 0.14 -0.10 -0.15
H 2.700 -0.037 0.583 0.00 0.01 -0.20
H 2.375 -1.570 -0.240 0.04 0.17 -0.01
H 0.110 -0.820 -0.892 0.09 -0.02 0.10
H -2.438 -0.768 1.709 -0.11 -0.01 -0.07
H -1.351 -1.695 0.672 0.00 0.24 0.14
H -2.845 0.800 0.039 0.10 0.02 0.03
H -1.863 -0.132 -1.068 0.01 0.08 0.15
H -0.752 -0.315 1.653 -0.03 -0.41 -0.01
H -0.960 2.399 0.411 0.02 -0.08 -0.11
```
Positions in Å, forces in eV/Å.

Entry 3:
Entry from the Open Molecules 2025 dataset: the molecule C5H10O2 (wB97M-V/def2-TZVPD).

Computed properties:
orbital gap: 10.7372 eV
SMILES: CO[C@H]1CO[C@H]1C
net charge: 0

Geometry as XYZ:
```
17
Properties=species:S:1:pos:R:3:forces:R:3
C 2.020 1.130 -0.396 0.27 0.06 -0.02
O 0.637 0.939 -0.222 -0.07 0.03 0.01
C 0.258 -0.397 -0.396 -0.03 -0.18 -0.07
C 0.444 -1.304 0.832 0.35 -0.07 0.05
O -0.970 -1.379 1.048 -0.10 -0.05 0.10
C -1.244 -0.625 -0.151 -0.20 0.14 -0.24
C -2.114 0.586 0.096 0.00 0.01 0.01
H 2.612 0.480 0.267 -0.11 0.10 -0.07
H 2.322 0.929 -1.436 -0.05 0.02 0.15
H 2.237 2.172 -0.154 -0.01 -0.15 -0.05
H 0.650 -0.790 -1.346 -0.06 0.07 0.15
H 0.967 -0.826 1.670 -0.07 -0.06 -0.11
H 0.882 -2.291 0.636 -0.07 0.14 0.02
H -1.697 -1.278 -0.910 0.07 0.08 0.10
H -2.283 1.129 -0.840 0.02 -0.08 0.14
H -3.082 0.263 0.494 0.13 0.04 -0.06
H -1.640 1.262 0.811 -0.08 -0.09 -0.09
```
Positions in Å, forces in eV/Å.

Entry 4:
Entry from the Open Molecules 2025 dataset: a structure of composition C5H10O2 (wB97M-V/def2-TZVPD).

Computed properties:
orbital gap: 7.5084 eV
net charge: 0

Geometry as XYZ:
```
17
Properties=species:S:1:pos:R:3:forces:R:3
C 0.146 0.044 -1.416 -2.42 -2.02 0.09
C 0.389 0.036 0.047 -0.32 -1.38 1.74
C -1.087 -0.104 0.115 0.31 0.23 -3.02
C 0.997 1.326 0.556 1.19 0.05 3.38
C 1.145 -1.150 0.554 0.55 -0.46 0.91
O -1.776 -1.299 0.019 0.53 0.00 0.60
O -1.899 0.971 0.252 -1.80 0.11 0.60
H -0.009 0.947 -1.937 -0.09 1.03 -0.26
H -0.255 -0.868 -1.964 1.20 1.05 0.93
H 0.547 2.026 -0.045 -0.07 2.33 -1.63
H 2.126 1.230 0.542 -1.34 0.41 -0.66
H 0.810 1.803 1.645 -0.12 -1.97 -2.03
H 2.122 -1.090 0.130 0.93 0.10 -0.37
H 0.773 -2.108 0.239 -0.55 -0.33 -0.09
H 1.291 -1.154 1.648 -0.36 0.06 -0.33
H -2.466 -1.268 -0.666 0.53 0.20 0.17
H -2.852 0.657 0.281 1.83 0.60 -0.04
```
Positions in Å, forces in eV/Å.

Entry 5:
Entry from the Open Molecules 2025 dataset: the molecule C5H10O2 (wB97M-V/def2-TZVPD).

Computed properties:
orbital gap: 10.5629 eV
SMILES: C=C[C@H](O)COC
net charge: 0

Geometry as XYZ:
```
17
Properties=species:S:1:pos:R:3:forces:R:3
C 0.668 1.179 -1.506 -0.15 -0.08 0.00
C -0.378 0.385 -1.297 0.18 0.14 -0.04
C -1.260 0.468 -0.070 -0.06 -0.20 -0.12
O -1.463 1.799 0.370 0.23 0.13 0.08
C -0.737 -0.418 1.085 -0.20 -0.02 0.03
O 0.660 -0.337 1.259 -0.04 0.09 0.06
C 1.351 -1.426 0.692 0.22 -0.19 -0.12
H 0.954 1.956 -0.798 -0.05 -0.11 -0.14
H 1.298 1.094 -2.387 -0.15 -0.05 0.11
H -0.614 -0.394 -2.022 0.02 0.10 0.12
H -2.265 0.103 -0.318 0.16 0.06 0.00
H -0.606 2.239 0.420 -0.13 -0.06 0.06
H -1.053 -1.463 0.942 0.07 0.15 -0.04
H -1.206 -0.042 2.001 0.03 -0.09 -0.13
H 1.033 -1.624 -0.341 0.07 0.05 0.15
H 1.204 -2.341 1.285 -0.02 0.12 -0.05
H 2.417 -1.179 0.684 -0.18 -0.02 0.02
```
Positions in Å, forces in eV/Å.

Entry 6:
Entry from the Open Molecules 2025 dataset: a cluster of 2 separate species, C5H10O2 in total (wB97M-V/def2-TZVPD).

Computed properties:
orbital gap: 9.1890 eV
net charge: 0

Geometry as XYZ:
```
17
Properties=species:S:1:pos:R:3:forces:R:3
C 1.137 1.161 -0.143 -0.08 0.12 0.05
C 0.468 -0.198 -0.238 0.04 -0.03 -0.11
C -0.086 -1.015 2.918 0.14 -0.06 0.30
O -0.454 0.212 2.674 -0.03 -0.63 -0.02
C -1.066 -0.382 -0.241 0.02 0.05 0.15
C -0.276 -0.551 -1.487 -0.01 -0.31 0.03
O -0.485 0.431 -2.452 0.24 0.07 -0.27
H 2.066 1.188 -0.731 -0.20 -0.14 0.10
H 1.410 1.423 0.883 -0.11 -0.12 -0.06
H 0.493 1.952 -0.532 -0.01 -0.09 0.04
H 1.058 -1.014 0.185 -0.29 0.15 -0.02
H -0.351 -1.698 2.050 -0.08 0.67 0.16
H -0.877 0.337 1.802 0.07 -0.05 -0.19
H -1.531 -1.275 0.180 0.28 0.25 0.03
H -1.693 0.509 -0.218 0.21 -0.09 -0.05
H -0.158 -1.565 -1.865 -0.06 0.12 -0.05
H 0.359 0.578 -2.895 -0.13 0.09 -0.09
```
Positions in Å, forces in eV/Å.

Entry 7:
Entry from the Open Molecules 2025 dataset: a cluster of 3 separate species, C5H10O2 in total (wB97M-V/def2-TZVPD).

Computed properties:
orbital gap: 10.3875 eV
SMILES: C=C1COC1.[H][H].C=O
net charge: 0

Geometry as XYZ:
```
17
Properties=species:S:1:pos:R:3:forces:R:3
C -0.245 -1.880 0.065 -0.10 0.15 0.02
C -0.830 -0.693 0.108 0.11 -0.23 -0.01
C -1.655 0.161 -0.825 -0.05 -0.15 -0.29
O -1.705 1.211 0.156 -0.09 0.11 0.00
C -0.946 0.433 1.106 0.15 -0.07 0.28
H 0.308 -2.265 0.919 -0.09 0.07 -0.11
H -0.309 -2.516 -0.815 -0.02 0.11 0.11
H -2.654 -0.228 -1.065 0.14 0.05 0.04
H -1.160 0.481 -1.752 -0.05 -0.04 0.13
H 0.000 0.917 1.381 -0.15 -0.07 -0.04
H -1.529 0.210 2.008 0.08 0.02 -0.12
H 1.029 2.493 -0.546 -0.07 0.01 0.00
H 0.288 2.401 -0.543 0.08 0.04 -0.01
C 2.349 -0.185 -0.055 0.03 0.14 0.29
O 2.394 0.375 1.012 0.01 -0.25 -0.49
H 2.760 -1.203 -0.203 -0.04 0.11 0.07
H 1.902 0.287 -0.951 0.04 0.00 0.12
```
Positions in Å, forces in eV/Å.

Entry 8:
Entry from the Open Molecules 2025 dataset: a structure of composition C5H10O2 (wB97M-V/def2-TZVPD).

Computed properties:
orbital gap: 10.5163 eV
net charge: 0

Geometry as XYZ:
```
17
Properties=species:S:1:pos:R:3:forces:R:3
C 2.086 1.122 -0.530 0.25 0.04 0.05
O 0.691 0.943 -0.596 -0.13 0.02 0.16
C 0.284 -0.390 -0.520 -0.09 -0.13 0.07
C 0.296 -1.151 0.818 0.47 -0.15 0.23
O -1.041 -1.600 0.612 0.29 -0.80 -0.05
C -1.248 -0.597 -0.399 -0.34 0.11 0.39
C -2.060 0.479 0.365 0.03 0.09 -0.45
H 2.487 0.769 0.430 -0.01 0.04 -0.11
H 2.619 0.604 -1.344 -0.21 0.03 0.11
H 2.274 2.195 -0.620 -0.02 -0.18 0.03
H 0.778 -0.980 -1.313 -0.42 0.12 0.05
H 0.421 -0.450 1.659 -0.18 -0.23 0.04
H 0.913 -2.039 0.939 0.51 0.24 0.03
H -1.689 -1.067 -1.293 -0.29 0.58 0.33
H -1.681 1.492 0.250 -0.08 0.07 -0.30
H -3.118 0.431 0.104 0.08 0.13 -0.18
H -2.012 0.240 1.437 0.15 0.02 -0.40
```
Positions in Å, forces in eV/Å.

How do the records compare in energy relative to the best compared isomer or geometry (same formula, charge and spin)? In the order shown, they have 1.975; 4.632; 2.479; 4.231; 2.545; 5.271; 4.663; 2.881 eV.
How do the records compare in strongest force on any atom? In the order shown, they have 0.007; 0.019; 0.007; 0.070; 0.006; 0.014; 0.011; 0.017 Eh/bohr.